[1]
A cluster of 3 separate species, C5H15NO2 in total, computed with ωB97M-V with the def2-TZVPD basis set.

Results
- Multiplicity: 1
- SMILES string: C=C(N)CCC.O.O

```
23
Properties=species:S:1:pos:R:3:forces:R:3
C 1.18304 -0.81360 2.38658 0.053 -0.657 -0.324
C 0.68684 -0.88908 0.92922 -0.540 0.867 1.123
C 1.28569 0.26912 0.15682 0.181 0.135 -1.670
C 1.07641 0.16497 -1.34972 0.043 0.489 -0.495
C 1.70969 -0.74722 -2.09023 0.534 -0.675 0.239
N 0.33334 1.20025 -1.90309 0.092 -0.078 0.068
H 2.07661 -1.42553 2.54271 0.058 0.293 -0.019
H 0.44381 -1.15828 3.09866 -0.234 -0.204 0.108
H 1.38349 0.22162 2.62635 0.250 0.225 0.192
H 0.84033 -1.85334 0.45151 0.199 0.053 0.002
H -0.39224 -0.70826 0.97943 -0.040 -0.259 -0.293
H 0.88183 1.25256 0.42615 -0.029 -0.325 0.488
H 2.36740 0.34388 0.26849 0.083 -0.141 0.378
H 2.42399 -1.39736 -1.59288 -0.154 -0.023 0.037
H 1.64812 -0.91664 -3.16082 -0.313 0.421 0.108
H -0.41292 1.60318 -1.36731 -0.090 -0.032 0.073
H 0.15222 1.17990 -2.89138 -0.109 -0.069 -0.017
H -2.24786 3.71895 -3.26891 0.180 -0.286 -0.131
H -1.59317 3.29995 -4.58237 0.005 -0.041 0.047
O -1.76301 2.99083 -3.68600 -0.172 0.304 0.089
H -4.53546 -2.56267 4.37808 -0.192 0.035 -0.346
H -3.35663 -1.72819 4.01325 -0.169 0.066 -0.392
O -4.19151 -2.04503 3.63545 0.365 -0.099 0.738
```
Forces are in eV/Å.

***

[2]
A cluster of 2 separate species, C5H15NO2 in total, computed with ωB97M-V with the def2-TZVPD basis set.

Results
- Multiplicity: 1
- SMILES string: CCNC[C@@H](C)O.O

```
23
Properties=species:S:1:pos:R:3:forces:R:3
C -1.16908 0.59796 -2.28486 2.519 -0.500 1.241
N -0.46676 -0.42258 -1.36718 -1.386 2.227 -0.632
C -0.82486 -0.10019 0.04353 0.927 -3.185 -0.726
C 0.10666 -0.97568 0.93904 -0.058 2.661 2.491
C 0.73038 -0.02078 1.99167 0.509 -0.851 0.823
O -0.68716 -1.80776 1.78751 -0.111 -1.231 -0.837
C -2.65161 0.60602 -2.17051 -0.602 0.509 -0.570
H -0.73489 1.56571 -1.95232 -0.480 -0.083 -0.459
H -0.72902 0.35455 -3.25778 -0.671 0.301 -0.188
H 0.50320 -0.21446 -1.58556 0.171 -0.177 0.577
H -1.72626 -0.67359 0.16746 -0.896 0.374 0.124
H -1.02825 0.91311 0.43383 0.682 -0.031 -0.687
H 0.98074 -1.45134 0.45448 -0.950 -0.269 -0.224
H 1.00389 -0.54497 2.91346 0.231 -0.524 -0.369
H 0.10504 0.74658 2.42579 -0.584 0.389 -0.644
H 1.64340 0.40284 1.62213 0.445 0.574 -0.327
H -1.15671 -2.49152 1.26847 0.418 0.539 0.224
H -3.08076 -0.21365 -2.74720 -0.211 -0.026 0.258
H -2.96318 0.57636 -1.12807 -0.077 -0.222 -0.048
H -3.04948 1.56105 -2.56074 0.126 -0.476 -0.032
H 4.30602 0.59375 1.58608 -0.323 -0.189 0.169
H 5.76656 0.77605 1.48758 0.456 -0.037 0.053
O 5.12214 0.22255 1.93319 -0.136 0.227 -0.217
```
Forces are in eV/Å.

***

[3]
A cluster of 2 separate species, C5H15NO2 in total, computed with ωB97M-V with the def2-TZVPD basis set.

Results
- Multiplicity: 1
- SMILES string: CC(C)CNCO.O

```
23
Properties=species:S:1:pos:R:3:forces:R:3
C -1.28304 -0.08667 0.26850 -1.999 -1.134 0.914
C -0.90194 -0.52237 -1.18509 -2.886 3.508 0.010
C 0.00885 -1.67270 -1.18004 0.035 -2.460 -0.907
C -0.28592 0.64050 -1.99652 0.770 -0.699 1.073
N -0.33294 -0.13349 1.39257 -0.473 -1.839 -1.896
C -0.36311 1.05712 2.13576 1.810 -0.671 1.240
O 0.75348 1.82114 1.69903 0.613 1.428 2.799
H -1.73687 0.96507 0.35878 0.160 -1.666 -0.889
H -2.07816 -0.89328 0.55006 0.691 1.583 -0.519
H -1.99238 -0.49652 -1.65019 2.034 -1.409 0.773
H 1.03803 -1.26935 -1.34559 -0.763 -0.963 0.300
H -0.30429 -2.37141 -2.01212 0.830 0.569 0.700
H -0.06031 -2.27841 -0.24387 0.210 0.449 -0.649
H 0.81846 0.51784 -1.91288 -0.682 0.512 -1.015
H -0.53642 1.49189 -1.43544 -0.123 1.631 0.748
H -0.77363 0.84577 -2.94280 0.679 -0.548 -0.559
H 0.57334 -0.59163 1.09101 -1.252 1.399 1.048
H -0.12625 0.83830 3.21974 -0.195 0.449 -1.004
H -1.37101 1.55441 2.12842 1.014 -0.325 -0.366
H 0.82112 1.98356 0.78614 -0.605 0.064 -1.936
H 3.00338 -1.15294 0.87418 0.297 -0.743 -0.221
H 2.53970 0.22596 1.05775 -0.185 -0.488 -1.352
O 2.58993 -0.47278 0.34257 0.021 1.352 1.708
```
Forces are in eV/Å.

***

[4]
A cluster of 2 separate species, C5H15NO2 in total, computed with ωB97M-V with the def2-TZVPD basis set.

Results
- Multiplicity: 1
- SMILES string: CCCCNCO.O

```
23
Properties=species:S:1:pos:R:3:forces:R:3
C 0.36915 -0.47621 -0.25299 -0.255 0.751 -0.891
N 1.00435 0.66371 0.40956 2.535 -1.365 0.601
C 2.49245 0.87452 0.38546 -2.649 -0.019 -2.640
O 2.74739 1.83118 -0.66941 -1.486 -0.295 -1.261
C -1.11625 -0.12452 -0.36510 0.617 0.865 3.559
C -1.54380 0.97533 -1.22037 -1.818 2.083 -5.028
C -3.05476 1.11580 -1.08145 -0.779 1.021 1.398
H 0.44454 -1.38723 0.29114 0.113 -0.571 1.277
H 0.81360 -0.84619 -1.22045 -0.283 1.125 0.189
H 0.52592 1.53975 0.35219 -0.270 0.193 -0.140
H 2.83287 1.34113 1.26192 0.413 0.373 1.327
H 3.04215 -0.04509 0.14785 -0.397 -0.046 0.365
H 1.95011 1.73080 -1.29958 2.078 0.202 1.395
H -1.74371 -0.99739 -0.53002 0.074 -0.047 0.053
H -1.42555 0.38435 0.75281 0.766 -1.982 -2.544
H -1.50905 0.95460 -2.41278 0.644 -1.437 1.978
H -1.11977 1.97900 -1.23748 0.609 -0.017 1.421
H -3.51155 1.65622 -1.90363 0.025 0.110 -0.169
H -3.38854 1.66197 -0.13470 0.497 -0.889 -0.987
H -3.46056 0.11032 -1.07921 -0.434 -0.057 0.098
H 1.60010 -3.78067 2.71933 0.662 -0.533 1.371
H 2.03468 -5.08784 3.50983 -0.071 2.360 0.096
O 2.01622 -4.07353 3.57706 -0.591 -1.824 -1.466
```
Forces are in eV/Å.

***

[5]
A cluster of 3 separate species, C5H15NO2 in total, computed with ωB97M-V with the def2-TZVPD basis set.

Results
- Multiplicity: 1
- SMILES string: C=CC[C@@H](C)N.O.O

```
23
Properties=species:S:1:pos:R:3:forces:R:3
C 0.29356 0.98501 2.09160 0.945 -0.494 -0.093
C 0.39248 0.04924 0.89329 0.819 -0.110 0.449
C -0.98665 -0.44439 0.43789 0.544 0.337 -0.801
C -1.76583 0.72861 -0.09062 -0.345 0.441 0.096
C -1.64342 1.21250 -1.32455 0.252 -0.872 0.696
N 1.36919 -1.00735 1.21996 -0.529 -0.152 1.257
H 1.30679 1.15583 2.44608 0.185 0.096 0.102
H -0.11303 1.96192 1.86171 -0.517 -0.060 0.016
H -0.21211 0.45025 2.89064 -0.444 0.295 0.233
H 0.95113 0.55577 0.11420 -0.729 0.447 -0.659
H -1.51801 -0.95364 1.24045 0.085 -0.020 0.197
H -0.78293 -1.15857 -0.36194 -0.313 -0.055 -0.096
H -2.38052 1.27409 0.62676 0.068 -0.097 -0.028
H -2.12789 2.13426 -1.61051 0.033 -0.092 -0.296
H -1.01987 0.61025 -1.98345 -0.159 0.523 -0.417
H 1.06634 -1.47252 2.07833 0.214 0.040 -0.095
H 1.39325 -1.73663 0.53165 -0.095 -0.188 -0.563
H -0.52561 -2.81081 -2.60056 -0.145 -0.182 0.059
H -2.00246 -2.44934 -2.27169 0.044 -0.205 0.049
O -1.18788 -2.11837 -2.65631 0.110 0.368 -0.154
H 2.88918 1.71579 -1.00146 -0.061 0.069 -0.196
H 3.49762 0.34395 -0.95297 -0.127 0.060 -0.305
O 3.10663 0.97416 -1.57850 0.165 -0.151 0.550
```
Forces are in eV/Å.

***

[6]
A cluster of 2 separate species, C5H15NO2 in total, computed with ωB97M-V with the def2-TZVPD basis set.

Results
- Multiplicity: 1
- SMILES string: C[C@H](CO)N(C)C.O

```
23
Properties=species:S:1:pos:R:3:forces:R:3
C 1.69494 -0.28479 -0.15243 0.726 0.385 -0.174
N 0.25588 -0.26994 -0.41667 0.000 0.085 1.184
C -0.19596 -1.64062 -0.58211 -1.126 0.214 -3.106
C -0.02567 0.23610 2.00540 1.523 0.723 -0.481
C -0.49247 0.53663 0.56795 -1.717 -0.875 0.483
C -2.02705 0.31539 0.54602 -1.422 -0.618 -0.624
O -2.74166 0.65913 -0.65897 0.707 0.089 -0.251
H 2.14667 0.68883 0.13256 -0.711 -0.271 -0.134
H 2.19466 -0.57364 -1.07622 0.047 -0.213 -0.056
H 2.04063 -0.99685 0.60468 -0.234 -0.089 0.118
H 0.39800 -1.99025 -1.42593 0.313 -0.362 0.020
H -0.16047 -2.43948 0.14235 0.237 0.277 1.187
H -1.20333 -1.65135 -1.07393 0.550 0.163 0.821
H -0.73551 0.20444 2.81739 -0.549 0.096 -0.098
H 0.69572 1.04774 2.20922 -0.098 -0.569 0.491
H 0.53314 -0.70908 1.98659 -0.266 0.230 0.288
H -0.37119 1.57615 0.29110 0.416 0.380 0.113
H -2.60281 0.88938 1.29495 1.120 -0.234 0.478
H -2.31047 -0.75729 0.69956 0.554 0.787 0.080
H -2.81086 1.62323 -0.69693 0.079 -0.305 -0.086
H 1.31946 1.19487 -1.92833 -0.723 0.183 -0.213
H 2.59725 0.90671 -2.55584 -0.021 0.395 -0.586
O 1.80110 1.43469 -2.73042 0.598 -0.472 0.543
```
Forces are in eV/Å.

***

[7]
A cluster of 2 separate species, C5H15NO2 in total, computed with ωB97M-V with the def2-TZVPD basis set.

Results
- Multiplicity: 1
- SMILES string: CCN[C@H](C)CO.O

```
23
Properties=species:S:1:pos:R:3:forces:R:3
C 0.73298 -0.78052 2.06917 -0.918 0.360 0.126
C -0.15597 -1.49477 1.06952 -0.894 -0.576 -1.530
N -0.26800 -0.77812 -0.22821 0.542 0.126 0.654
C -1.73401 1.29846 0.33689 -0.483 -2.336 0.150
C -0.48456 0.64283 -0.31122 -0.772 1.814 -1.736
C -0.51871 0.91693 -1.82260 0.537 0.846 0.088
O 0.76011 0.79190 -2.43666 0.024 -0.170 0.007
H 0.14667 -0.42593 2.91714 0.045 -0.218 0.179
H 1.54668 -1.39052 2.43046 0.240 -0.067 0.033
H 1.09313 0.13027 1.61211 0.565 0.039 -0.094
H 0.21697 -2.47870 0.76239 0.347 0.096 0.369
H -1.18267 -1.73344 1.38214 0.223 0.335 0.763
H -0.92623 -1.23641 -0.84424 -0.064 -0.144 0.175
H -1.64755 0.89506 1.34673 -0.487 0.825 0.494
H -1.90017 2.36695 0.25017 0.757 0.155 0.224
H -2.66320 0.85712 -0.05105 0.146 -0.137 -0.109
H 0.32633 1.28239 0.04855 0.499 -0.669 0.130
H -0.78394 1.96075 -1.99634 -0.145 -0.024 0.060
H -1.25857 0.30179 -2.33635 -0.161 -0.201 0.043
H 1.00148 -0.13863 -2.46667 -0.126 -0.168 -0.090
H 2.15272 0.18450 -1.02465 0.046 -0.047 0.208
H 2.62133 -0.96170 -0.11017 -0.483 -0.582 0.332
O 2.92518 -0.21021 -0.59709 0.563 0.742 -0.478
```
Forces are in eV/Å.

***

[8]
A cluster of 2 separate species, C5H15NO2 in total, computed with ωB97M-V with the def2-TZVPD basis set.

Results
- Multiplicity: 1
- SMILES string: CN[C@H](C)CCO.O

```
23
Properties=species:S:1:pos:R:3:forces:R:3
C 1.42918 -1.76453 -1.42832 1.071 0.419 0.641
N 0.61206 -0.65221 -0.95766 -0.356 -0.271 0.361
C -0.39420 -1.04998 0.04656 -0.767 -0.077 -1.920
C -0.71075 0.07222 1.00400 1.542 0.368 0.666
C 0.57320 0.72768 1.56493 -0.722 0.666 0.824
O 0.34711 1.25806 2.88613 1.263 -1.002 0.466
C -1.72095 -1.56886 -0.63912 1.326 0.144 1.374
H 1.83009 -1.49541 -2.40259 -0.307 -0.487 -0.303
H 2.34149 -1.88817 -0.81715 -0.285 0.359 0.124
H 0.96952 -2.74850 -1.34075 -0.436 -0.093 -0.694
H 0.10915 -0.23989 -1.73641 0.251 -0.042 0.002
H 0.01904 -1.91687 0.57015 0.083 0.336 0.393
H -1.23996 0.94642 0.62175 -0.779 -0.544 -0.479
H -1.25920 -0.42019 1.80966 -0.144 0.523 0.244
H 1.40057 0.01744 1.60030 -0.034 0.142 0.226
H 0.88402 1.63389 1.03775 0.089 -0.598 -0.868
H -0.52140 1.61196 2.98999 -0.904 0.268 -0.233
H -1.55714 -2.60744 -0.92163 -0.365 0.031 -0.236
H -1.97991 -0.95417 -1.49108 -0.153 0.114 -0.178
H -2.47624 -1.48732 0.14419 -0.370 -0.302 -0.366
H -0.44878 2.09266 -2.58114 -0.557 -0.514 -0.766
H -0.31706 2.31668 -1.08990 0.180 0.043 -0.172
O 0.03151 2.59721 -1.94650 0.374 0.517 0.894
```
Forces are in eV/Å.

***

[9]
A cluster of 3 separate species, C5H15NO2 in total, computed with ωB97M-V with the def2-TZVPD basis set.

Results
- Multiplicity: 1
- SMILES string: CN1CCCC1.O.O

```
23
Properties=species:S:1:pos:R:3:forces:R:3
C 2.32320 1.09621 -0.37785 -0.472 0.862 1.204
N 1.32714 0.67844 0.61991 -0.279 -0.146 -1.041
C 0.88105 -0.70829 0.36479 -0.535 1.154 1.122
C -0.63237 -0.73741 0.69142 0.859 0.300 -1.066
C -1.10703 0.68566 0.33893 0.641 -0.377 0.575
C 0.12563 1.54704 0.67195 0.135 -0.906 -0.153
H 3.29360 0.77556 -0.00252 0.180 -0.355 -0.684
H 2.35756 2.18822 -0.35706 0.125 -0.001 -0.036
H 2.04717 0.81946 -1.39918 0.326 -0.354 -0.059
H 0.97183 -0.95025 -0.69947 0.455 -0.260 0.063
H 1.45646 -1.33609 1.04153 0.078 -0.579 -0.460
H -0.89472 -1.00524 1.70194 0.142 -0.169 0.117
H -0.99118 -1.44935 -0.05308 -0.736 -0.248 0.532
H -1.91805 1.01850 0.98149 -0.366 -0.143 -0.275
H -1.40129 0.67946 -0.70297 -0.059 0.537 -0.147
H 0.25116 2.37816 -0.01842 -0.142 0.310 0.308
H 0.02656 1.82724 1.71981 -0.078 0.700 -0.114
H 0.23881 0.14691 -3.65733 0.117 0.216 -0.072
H -0.85818 0.02722 -2.64425 0.010 0.266 0.038
O -0.25087 0.67934 -3.01963 -0.090 -0.509 -0.029
H -1.70357 -3.11605 1.81994 -0.116 -0.110 -0.517
H -3.01397 -2.60795 1.07816 0.331 -0.272 -0.300
O -2.52892 -2.63679 1.90188 -0.527 0.084 0.992
```
Forces are in eV/Å.

***

[10]
A cluster of 2 separate species, C5H15NO2 in total, computed with ωB97M-V with the def2-TZVPD basis set.

Results
- Multiplicity: 1
- SMILES string: CC(C)ON.CCO

```
23
Properties=species:S:1:pos:R:3:forces:R:3
C 0.38270 1.58837 0.37825 -0.412 0.267 0.200
C 1.12590 2.73516 1.05045 -0.069 -0.378 -0.228
C -0.97234 2.03063 -0.17004 0.334 -0.190 0.068
N 0.59849 0.18046 -1.50584 -0.133 0.045 0.139
O 1.25292 1.12517 -0.63964 0.319 -0.064 -0.329
H 0.22979 0.77668 1.10444 0.035 0.176 -0.116
H 0.40199 -0.62076 -0.90348 0.242 0.181 -0.179
H 1.34428 -0.08926 -2.14536 -0.074 0.076 0.212
H 0.56023 3.09983 1.90316 -0.048 0.050 0.099
H -0.83122 2.80588 -0.91903 -0.020 0.111 -0.100
H -1.48134 1.19216 -0.63602 -0.123 0.018 -0.032
H 1.27029 3.54535 0.34064 0.006 0.136 -0.061
H 2.10035 2.39267 1.38701 0.114 0.012 0.089
H -1.58583 2.41997 0.63816 -0.079 0.061 0.102
C 0.15625 -2.66692 0.20160 -0.246 -0.684 -0.004
C -1.12504 -2.81089 -0.61455 0.377 0.193 0.187
O 0.17206 -1.48715 0.97872 -0.302 0.085 0.462
H -0.58150 -1.51476 1.58942 0.284 0.041 -0.243
H 0.28234 -3.54658 0.85143 0.059 0.116 -0.167
H 1.02932 -2.60961 -0.45140 -0.017 -0.035 0.048
H -1.10063 -3.73675 -1.17566 -0.051 -0.214 -0.163
H -1.23944 -1.97897 -1.30746 -0.058 0.024 -0.047
H -1.98948 -2.83062 0.04523 -0.137 -0.028 0.063
```
Forces are in eV/Å.

***

For each record above, in turn, the calculated E_LUMO values are 0.74, 0.68, 0.70, 0.60, 0.69, 0.83, 0.82, 0.65, 0.51, 0.80 eV.
For each record above, in turn, the calculated HOMO level values are -0.28210, -0.33854, -0.30610, -0.32564, -0.33603, -0.33178, -0.33257, -0.32609, -0.29956, -0.31377 hartree.
For each record above, in turn, the calculated electronic energy values are -11012.702, -11011.844, -11011.258, -11011.175, -11012.524, -11011.893, -11012.519, -11012.268, -11012.321, -11011.324 eV.